The following is a quantum chemistry calculation of a molecular structure, C49H48As2N2O2PdS2 at a distorted geometry, from OMol25.

- Total charge: +2
- ΔE to the lowest compared entry with this formula, charge and spin: 290.0 kJ/mol
- Highest occupied orbital energy (spin up / spin down): -12.9 / -12.9 eV
- 2S+1: 3

Geometry as XYZ:
```
106
Properties=species:S:1:pos:R:3:forces:R:3
Pd 0.3593 0.1371 0.2184 -0.220 -0.512 2.656
O 0.2996 -0.0008 2.4517 -0.060 -0.430 -0.101
S -0.6494 -0.6341 3.4687 -0.107 0.287 -0.209
C -0.3931 -2.4219 3.5281 0.017 -0.178 -0.152
C 1.0051 -2.9280 3.1863 0.015 0.082 -0.032
C 1.2971 -3.1147 1.6901 -0.161 -0.043 0.055
C 0.2621 -4.0130 0.9970 0.075 0.028 0.027
S -0.8454 -3.0405 -0.0777 0.041 0.327 -0.060
O -1.0687 -1.7172 0.6604 0.187 0.039 -0.416
C -2.3394 -3.9664 0.1464 -0.100 -0.045 0.017
C -3.4014 -3.3971 0.8294 -0.030 -0.080 0.050
C -4.5618 -4.1447 0.9964 0.019 0.044 -0.001
C -4.6436 -5.4297 0.4821 0.015 -0.033 -0.020
C -3.5718 -5.9808 -0.2133 -0.023 0.015 0.020
C -2.4114 -5.2465 -0.3945 0.002 0.049 0.016
C 0.1201 -0.2181 5.0172 0.118 0.108 0.032
C -0.5264 -0.5613 6.1985 -0.011 -0.003 -0.002
C 0.0643 -0.2280 7.4057 0.013 0.003 0.020
C 1.2772 0.4522 7.4229 -0.006 -0.003 -0.005
C 1.9011 0.8014 6.2346 -0.018 -0.001 -0.051
C 1.3221 0.4715 5.0136 0.007 -0.025 0.127
H -1.1577 -2.8415 2.8747 0.008 -0.004 0.036
H -0.6588 -2.6712 4.5565 -0.010 -0.042 -0.017
H 1.1227 -3.8963 3.6780 0.035 0.019 0.028
H 1.7522 -2.2622 3.6280 0.007 -0.029 0.032
H 2.2866 -3.5593 1.5756 -0.007 -0.043 0.019
H 1.3407 -2.1396 1.2024 -0.041 -0.022 -0.064
H -0.3618 -4.5489 1.7116 0.048 -0.041 0.001
H 0.7246 -4.7405 0.3283 0.010 0.014 0.028
H -3.3179 -2.3935 1.2264 -0.003 -0.036 0.003
H -5.4011 -3.7195 1.5312 0.011 -0.008 -0.013
H -5.5483 -6.0069 0.6189 0.012 0.003 -0.008
H -3.6429 -6.9821 -0.6162 -0.004 0.016 -0.007
H -1.5778 -5.6660 -0.9479 -0.034 0.013 0.014
H -1.4809 -1.0771 6.1839 0.020 0.032 -0.003
H -0.4251 -0.4912 8.3339 0.005 0.011 -0.013
H 1.7298 0.7188 8.3691 -0.007 -0.013 -0.023
H 2.8394 1.3403 6.2533 -0.012 -0.006 0.005
H 1.7822 0.7479 4.0741 -0.014 0.009 0.014
C -0.2162 2.7928 -1.4356 0.037 -0.093 -0.052
C 0.7781 1.6768 -1.7381 -0.106 -0.229 0.086
As -0.0126 0.0639 -2.6441 0.054 -0.147 -0.504
C 0.4551 0.5929 -4.4628 -0.083 0.231 0.086
C -0.3063 1.6197 -5.0206 0.035 -0.055 -0.084
C 0.0449 2.1595 -6.2498 -0.011 -0.011 0.015
C 1.1432 1.6585 -6.9361 -0.013 -0.016 0.021
C 1.8764 0.6099 -6.3990 -0.012 -0.045 0.022
C 1.5408 0.0749 -5.1597 -0.060 0.165 -0.113
C 1.4615 -1.1855 -2.3696 -0.022 0.004 0.151
C 2.7091 -0.8368 -1.8582 0.093 -0.025 -0.136
C 3.7126 -1.7951 -1.7415 -0.009 -0.015 -0.009
C 3.4814 -3.1005 -2.1474 -0.058 -0.014 -0.011
C 2.2424 -3.4517 -2.6796 0.088 0.021 0.040
C 1.2394 -2.5014 -2.7816 0.031 -0.025 0.078
As -1.4581 2.1734 -0.0386 0.387 -0.094 -1.014
C -2.3533 3.7797 0.4833 0.063 -0.010 0.469
C -3.5730 3.6433 1.1467 0.018 0.108 -0.057
C -4.3282 4.7713 1.4123 -0.005 0.058 0.022
C -3.8582 6.0256 1.0362 0.026 -0.020 -0.003
C -2.6303 6.1566 0.4001 -0.009 -0.010 0.025
C -1.8597 5.0336 0.1333 -0.113 0.014 0.107
C -2.8265 1.3069 -1.0877 -0.086 -0.121 0.168
C -3.3169 1.9746 -2.2061 -0.072 -0.038 0.008
C -4.1985 1.3199 -3.0527 -0.001 -0.012 0.005
C -4.5990 0.0173 -2.7719 0.016 0.026 0.005
C -4.1506 -0.6183 -1.6229 -0.034 0.011 -0.032
C -3.2626 0.0289 -0.7745 -0.079 0.032 -0.010
H -0.7907 3.1188 -2.3014 -0.008 0.004 -0.036
H 0.3317 3.6553 -1.0606 -0.053 0.070 0.054
H 1.2201 1.4239 -0.7416 0.542 0.571 -0.896
H 1.6396 2.0018 -2.3186 -0.019 0.091 -0.118
H -1.1872 1.9901 -4.5060 0.009 0.015 0.021
H -0.5404 2.9655 -6.6737 0.002 -0.022 -0.005
H 1.4214 2.0795 -7.8934 -0.012 -0.019 0.008
H 2.7196 0.2042 -6.9432 -0.009 0.014 0.003
H 2.1304 -0.7356 -4.7556 0.039 -0.010 0.041
H 2.9438 0.1934 -1.6165 -0.023 -0.028 0.064
H 4.6872 -1.5072 -1.3657 -0.025 -0.012 -0.029
H 4.2704 -3.8387 -2.0791 -0.018 0.007 0.004
H 2.0690 -4.4614 -3.0302 0.006 0.010 0.008
H 0.2815 -2.7778 -3.2075 -0.024 -0.011 0.015
H -3.9410 2.6660 1.4324 -0.018 -0.030 -0.025
H -5.2834 4.6749 1.9113 0.020 0.013 -0.002
H -4.4494 6.9067 1.2478 0.001 -0.013 -0.014
H -2.2670 7.1343 0.1122 -0.016 -0.010 0.015
H -0.9012 5.1513 -0.3508 -0.007 0.010 -0.016
H -3.0366 3.0014 -2.4115 0.028 -0.013 -0.033
H -4.5798 1.8302 -3.9280 0.002 -0.020 0.011
H -5.2773 -0.4924 -3.4437 -0.002 0.013 0.017
H -4.4884 -1.6205 -1.3878 0.005 0.020 -0.005
H -2.9041 -0.4677 0.1156 0.070 -0.013 -0.036
N 4.7087 0.0611 1.1100 -0.017 0.118 0.033
C 3.4246 -0.2325 1.4046 0.042 -0.174 0.101
N 2.5919 0.7188 1.0698 -0.341 0.418 -0.517
C 3.3963 1.7390 0.5435 -0.114 0.046 0.140
C 3.0692 3.0294 0.1248 -0.025 0.033 -0.009
C 4.0818 3.8246 -0.3689 0.043 -0.043 0.017
C 5.4076 3.3583 -0.4433 -0.052 0.015 0.030
C 5.7572 2.1098 0.0255 0.014 0.010 0.055
C 4.7257 1.3289 0.5412 0.112 -0.243 -0.062
H 5.5082 -0.5084 1.3324 -0.009 -0.012 0.006
H 3.1456 -1.1568 1.8883 0.010 0.034 -0.112
H 2.0610 3.4084 0.2318 0.009 -0.014 -0.035
H 3.8627 4.8350 -0.6891 0.003 -0.034 -0.010
H 6.1723 4.0041 -0.8533 -0.012 -0.001 0.017
H 6.7822 1.7630 0.0008 -0.025 0.017 0.020
```
Positions in Å, forces in eV/Å.